(1)
C8H17BClO5SV as an isolated structure in a non-equilibrium geometry. Source: the Open Molecules 2025 dataset; level of theory: ωB97M-V with the def2-TZVPD basis set.

```
34
Properties=species:S:1:pos:R:3
C -1.727 -2.582 -1.943
C -1.773 -2.871 -0.465
O -2.810 -2.742 0.155
O -0.665 -3.346 0.175
C 0.552 -2.676 -0.074
C 1.198 -2.153 1.215
B 0.079 -1.301 2.097
C 0.181 0.292 2.012
C -0.792 0.967 1.036
C -0.329 1.053 -0.416
C 1.143 1.356 -0.636
S 1.595 3.017 -0.206
O 0.642 3.614 0.650
O 2.948 3.132 0.158
Cl 1.395 4.053 -2.048
H -2.212 -1.630 -2.087
H -2.279 -3.316 -2.501
H -0.722 -2.468 -2.316
H 1.244 -3.401 -0.481
H 0.460 -1.857 -0.774
H 2.118 -1.614 1.036
H 1.482 -3.029 1.780
H -1.068 -1.662 1.988
H 0.423 -1.678 3.287
H 1.218 0.586 1.872
H -0.099 0.651 3.004
H -1.695 0.372 1.030
H -1.093 1.935 1.396
H -0.602 0.185 -0.991
H -0.885 1.867 -0.868
H 1.357 1.255 -1.691
H 1.787 0.653 -0.134
O -1.048 6.658 -3.240
V -0.023 6.680 -2.020
```

Properties
gap between HOMO and LUMO (alpha / beta)	6.186 / 6.192	eV
expectation value of S²	0.76
F_max	3.948	eV/A
E	-68516.716	eV
HOMO level (alpha / beta)	-12.36 / -12.37	eV
2S+1	2
total charge	+1

---

(2)
C8H17BF4O7Ti as an isolated structure in a non-equilibrium geometry. Source: the Open Molecules 2025 dataset; level of theory: ωB97M-V with the def2-TZVPD basis set.

```
38
Properties=species:S:1:pos:R:3
Ti 0.913 0.311 -0.609
C 0.405 -1.707 -3.606
C 1.356 -2.140 -2.577
O 2.175 -1.093 -2.151
H -0.343 -2.431 -3.927
H 0.871 -1.447 -4.557
H -0.211 -0.834 -3.391
H 1.946 -3.016 -2.848
H 0.675 -2.504 -1.807
B 1.228 2.804 -2.036
F 1.517 2.603 -3.354
F 1.193 4.170 -1.661
F -0.010 2.301 -1.857
F 2.070 2.065 -1.262
C -3.546 -2.038 0.261
O -3.635 -0.676 0.570
C -2.663 0.154 0.351
O -1.495 -0.121 0.148
O -3.193 1.402 0.378
C -2.370 2.535 0.252
H -2.702 -2.580 0.689
H -3.626 -2.323 -0.788
H -4.347 -2.598 0.744
H -2.028 2.554 -0.782
H -1.530 2.546 0.947
H -2.888 3.455 0.522
C 0.537 -2.161 2.179
O 1.365 -1.323 2.934
C 1.576 -0.009 2.593
O 1.027 0.554 1.644
O 2.433 0.538 3.572
C 2.959 1.844 3.473
H 1.046 -2.560 1.302
H -0.320 -1.748 1.648
H 0.198 -3.006 2.777
H 3.741 1.941 4.227
H 2.163 2.589 3.465
H 3.510 1.946 2.538
```

Properties
gap between HOMO and LUMO (alpha / beta)	5.321 / 8.802	eV
expectation value of S²	6.01
F_max	3.784	eV/A
E	-57566.707	eV
HOMO level (alpha / beta)	-5.13 / -11.30	eV
2S+1	5

---

(3)
C8H17Br2F3OSb as an isolated structure in a non-equilibrium geometry. Source: the Open Molecules 2025 dataset; level of theory: ωB97M-V with the def2-TZVPD basis set.

```
32
Properties=species:S:1:pos:R:3
C 3.820 1.218 0.000
C 2.949 0.942 -1.201
O 2.658 -0.431 -1.338
C 1.330 -0.765 -1.738
C 0.613 -1.692 -0.744
Sb 0.662 -1.059 1.394
C -1.579 -0.772 1.381
C -1.845 0.598 0.801
C -3.293 0.917 0.574
F -4.047 0.638 1.613
Br -3.425 2.877 0.265
C -3.928 0.232 -0.653
F -5.163 0.697 -0.832
F -4.048 -1.046 -0.464
Br -2.980 0.577 -2.314
H 4.644 0.525 0.053
H 4.192 2.231 -0.114
H 3.260 1.180 0.922
H 3.543 1.241 -2.069
H 2.063 1.562 -1.116
H 0.728 0.114 -1.944
H 1.441 -1.348 -2.650
H -0.431 -1.709 -1.046
H 1.059 -2.672 -0.824
H 0.485 -2.738 1.923
H 2.419 -1.222 1.428
H 0.827 0.658 0.921
H 0.724 -0.528 3.099
H -2.052 -1.580 0.838
H -1.865 -0.758 2.421
H -1.280 0.788 -0.100
H -1.481 1.324 1.512
```

Properties
gap between HOMO and LUMO	6.282	eV
F_max	2.187	eV/A
E	-165390.214	eV
HOMO level	-3.68	eV
total charge	-1

---

(4)
C8H17CuNO8 as an isolated structure in a non-equilibrium geometry. Source: the Open Molecules 2025 dataset; level of theory: ωB97M-V with the def2-TZVPD basis set.

```
35
Properties=species:S:1:pos:R:3
Cu -21.207 -17.381 -12.711
O -23.196 -17.017 -13.869
C -23.033 -15.608 -13.708
O -23.967 -14.952 -14.243
O -22.078 -15.166 -13.055
H -23.911 -16.685 -14.503
O -20.411 -17.241 -8.510
C -20.407 -16.698 -9.755
O -20.101 -17.416 -10.751
O -20.705 -15.484 -9.841
H -20.715 -16.466 -8.008
C -18.750 -15.823 -17.922
O -18.999 -16.502 -16.739
C -20.320 -16.825 -16.438
C -20.556 -18.170 -15.749
N -19.795 -18.256 -14.505
C -19.659 -19.569 -13.937
C -20.949 -20.377 -13.636
O -21.992 -19.529 -13.176
C -23.072 -20.256 -12.657
H -18.904 -14.740 -17.773
H -19.280 -16.153 -18.820
H -17.663 -15.884 -18.058
H -21.023 -16.958 -17.277
H -20.827 -16.033 -15.874
H -20.227 -18.963 -16.442
H -21.628 -18.267 -15.570
H -18.907 -17.805 -14.685
H -19.050 -19.391 -13.041
H -18.954 -20.223 -14.483
H -20.699 -21.090 -12.849
H -21.208 -20.889 -14.566
H -22.785 -20.739 -11.714
H -23.473 -20.897 -13.449
H -23.896 -19.621 -12.326
```

Properties
energy relative to the best compared isomer or geometry (same formula, charge and spin)	31.5	kcal/mol
gap between HOMO and LUMO	7.186	eV
F_max	3.450	eV/A
E	-71082.343	eV
HOMO level	-4.41	eV
total charge	-1

---

(5)
C8H17DyP2 as an isolated structure in a non-equilibrium geometry. Source: the Open Molecules 2025 dataset; level of theory: ωB97M-V with the def2-TZVPD basis set.

```
28
Properties=species:S:1:pos:R:3
C -2.639 1.462 -0.621
C -3.258 0.924 -1.760
C -3.375 -0.493 -1.608
C -2.838 -0.870 -0.339
C -2.370 0.276 0.322
Dy 1.307 1.903 0.035
P 0.628 1.511 2.642
H -2.416 2.506 -0.397
H -3.598 1.495 -2.624
H -3.817 -1.172 -2.334
H -1.946 0.352 1.323
H -2.812 -1.885 0.058
H -0.109 0.384 3.165
H -0.145 2.577 3.263
H 1.725 1.471 3.587
C 1.849 -2.319 0.516
P 1.592 -0.576 0.324
C 3.225 0.267 -0.147
C 0.757 -0.223 -1.304
H 1.838 -2.573 1.590
H 2.824 -2.624 0.098
H 1.048 -2.893 0.021
H 3.762 -0.622 -0.486
H 3.204 0.994 -1.014
H 3.723 0.704 0.730
H 1.220 -0.962 -1.965
H -0.318 -0.404 -1.250
H 0.938 0.790 -1.825
```

Properties
energy relative to the best compared isomer or geometry (same formula, charge and spin)	69.2	kcal/mol
gap between HOMO and LUMO (alpha / beta)	5.226 / 4.547	eV
expectation value of S²	9.45
F_max	4.326	eV/A
E	-51224.624	eV
HOMO level (alpha / beta)	-5.75 / -4.85	eV
2S+1	6

---

(6)
A 2-piece molecular cluster, C8H17F overall. Source: the Open Molecules 2025 dataset; level of theory: ωB97M-V with the def2-TZVPD basis set.

```
26
Properties=species:S:1:pos:R:3
C -0.688 -2.222 1.466
C -0.188 -2.697 0.100
C 0.203 -1.511 -0.783
C -0.965 -0.534 -0.937
C -1.465 -0.059 0.429
C -1.856 -1.246 1.313
H 0.140 -1.710 1.993
H -0.994 -3.089 2.083
H -0.996 -3.265 -0.399
H 0.675 -3.380 0.226
H 0.535 -1.868 -1.777
H 1.054 -0.981 -0.315
H -0.658 0.333 -1.553
H -1.793 -1.046 -1.463
H -0.657 0.509 0.929
H -2.328 0.623 0.303
H -2.188 -0.888 2.306
H -2.707 -1.776 0.844
C 1.313 3.647 -0.652
C 2.394 2.597 -0.611
F 2.438 2.010 0.656
H 0.328 3.199 -0.438
H 1.280 4.109 -1.653
H 1.510 4.436 0.093
H 2.216 1.787 -1.344
H 3.395 3.021 -0.815
```

Properties
energy relative to the best compared isomer or geometry (same formula, charge and spin)	1.0	kcal/mol
gap between HOMO and LUMO	11.562	eV
F_max	0.602	eV/A
E	-11289.500	eV
HOMO level	-10.50	eV
SMILES string	C1CCCCC1.CCF

---

(7)
A 2-piece molecular cluster, C8H17N2O4P overall in a non-equilibrium geometry. Source: the Open Molecules 2025 dataset; level of theory: ωB97M-V with the def2-TZVPD basis set.

```
32
Properties=species:S:1:pos:R:3
C 0.481 -2.886 2.318
C 1.356 -1.751 1.817
C 2.118 -0.900 2.832
C 2.661 0.198 1.942
O 3.672 0.835 2.093
N 1.807 0.357 0.827
C 0.728 -0.665 0.918
P -0.822 0.286 1.399
O -0.897 0.129 3.037
O -1.946 -0.797 0.875
H 1.069 -3.591 2.904
H 0.050 -3.437 1.478
H -0.343 -2.569 2.958
H 2.134 -2.194 1.183
H 1.454 -0.457 3.579
H 2.925 -1.406 3.355
H 2.366 0.278 -0.014
H 0.480 -1.047 -0.071
H -0.859 -0.765 3.387
H -1.727 -1.727 0.991
C -1.797 3.330 -3.304
N -1.105 2.455 -2.382
C -0.877 1.124 -2.497
C -1.397 0.422 -3.729
O -0.276 0.526 -1.617
H -1.141 4.128 -3.656
H -2.671 3.784 -2.835
H -2.134 2.765 -4.168
H -0.742 2.849 -1.527
H -1.130 -0.627 -3.651
H -2.481 0.513 -3.803
H -0.957 0.839 -4.636
```

Properties
energy relative to the best compared isomer or geometry (same formula, charge and spin)	0.0	kcal/mol
gap between HOMO and LUMO	9.311	eV
F_max	1.181	eV/A
E	-29032.447	eV
HOMO level	-8.68	eV
SMILES string	C[C@@H]1CC(=O)N[C@@H]1P(O)O.CNC(C)=O

---

(8)
One molecule with the formula C8H17N2O4PS2 in a non-equilibrium geometry. Source: the Open Molecules 2025 dataset; level of theory: ωB97M-V with the def2-TZVPD basis set.

```
34
Properties=species:S:1:pos:R:3
C 2.769 1.119 -3.547
C 2.363 1.507 -2.128
O 0.965 1.290 -2.025
P 0.424 1.479 -0.493
S 0.799 3.310 0.170
O -1.233 1.312 -0.400
C -1.905 2.272 -1.254
C -3.329 1.774 -1.564
S 1.356 0.040 0.670
C 0.020 -1.077 0.275
O -0.151 -1.512 -0.834
C -0.921 -1.534 1.405
N -0.205 -2.439 2.308
C -0.365 -3.887 2.148
C 0.449 -1.903 3.426
N 0.600 -0.547 3.657
O 0.758 -2.600 4.341
H 3.802 1.510 -3.651
H 2.128 1.573 -4.293
H 2.740 0.016 -3.689
H 2.633 2.543 -1.947
H 2.928 0.904 -1.404
H -1.900 3.264 -0.760
H -1.398 2.361 -2.191
H -3.915 2.576 -2.060
H -3.871 1.561 -0.602
H -3.334 0.872 -2.201
H -1.781 -2.027 1.001
H -1.312 -0.666 1.935
H 0.493 -4.420 2.586
H -0.441 -4.117 1.077
H -1.278 -4.204 2.700
H 1.133 -0.330 4.494
H 0.978 -0.021 2.849
```

Properties
gap between HOMO and LUMO	8.928	eV
F_max	3.836	eV/A
E	-50702.574	eV
HOMO level	-8.97	eV
SMILES string	CCOP(=S)(OCC)SC(=O)CN(C)C(N)=O

---

Among the records above, which one has the lowest F_max? C8H17F

---

Among the records above, which one has the lowest E? C8H17Br2F3OSb

---

Among the records above, which one has the highest E? C8H17F

---

Which of these has the lowest E? C8H17Br2F3OSb